[1]
A single C7H10 molecule in a non-equilibrium geometry, computed with ωB97M-V/def2-TZVPD.

Kohn-Sham gap, eV: 7.0
Energy above the lowest of the compared OMol25 structures with the same formula, charge and spin, eV: 4.935
Structure (SMILES): C=CC(C=C)=CC

XYZ file:
```
17
C7H10 (ωB97M-V/def2-TZVPD)
C 1.141 -0.489 -1.326
C 1.484 -1.700 -1.765
C -0.638 -0.789 0.304
C 0.189 0.081 -0.337
C 0.154 1.556 -0.262
C -0.806 2.376 0.286
C -1.213 -0.571 1.676
H 1.852 0.322 -1.541
H 0.964 -2.606 -1.470
H 2.468 -1.958 -2.167
H -0.244 -1.807 0.225
H 1.113 1.892 -0.667
H -1.029 2.379 1.334
H -1.365 3.012 -0.396
H -0.485 -0.035 2.265
H -2.203 -0.114 1.693
H -1.381 -1.547 2.151
```

Results of the natural (NBO) charge analysis, in e, for atoms 1 through 4:
1 C -0.184
2 C -0.389
3 C -0.129
4 C -0.103

=====

[2]
A single C7H10 molecule in a non-equilibrium geometry, computed with ωB97M-V/def2-TZVPD.

Kohn-Sham gap, eV: 9.6
Energy above the lowest of the compared OMol25 structures with the same formula, charge and spin, eV: 1.940
Structure (SMILES): C=CC(=C)C(=C)C

XYZ file:
```
17
C7H10 (ωB97M-V/def2-TZVPD)
C 1.610 0.949 -0.771
C 0.322 0.231 -1.054
C -0.226 0.248 -2.269
C -1.129 -1.409 0.039
C -0.447 -0.269 0.121
C -0.205 0.390 1.429
C -0.174 -0.246 2.597
H 2.059 0.691 0.186
H 2.381 0.691 -1.501
H 1.527 2.038 -0.825
H -1.202 -0.173 -2.458
H 0.316 0.809 -3.022
H -1.737 -1.783 0.853
H -1.077 -2.067 -0.818
H -0.288 1.473 1.400
H -0.017 0.337 3.492
H -0.135 -1.327 2.584
```

Results of the natural (NBO) charge analysis, in e, for atoms 1 through 4:
1 C -0.658
2 C -0.013
3 C -0.382
4 C -0.365

=====

[3]
A single C7H10 molecule in a non-equilibrium geometry, computed with ωB97M-V/def2-TZVPD.

Kohn-Sham gap, eV: 9.5
Energy above the lowest of the compared OMol25 structures with the same formula, charge and spin, eV: 4.377
Structure (SMILES): C#CC1(CC)CC1

XYZ file:
```
17
C7H10 (ωB97M-V/def2-TZVPD)
C -0.326 1.475 -1.420
C -0.904 0.862 -0.141
C -0.301 -0.480 0.246
C 0.883 -0.489 1.216
C -0.470 -0.990 1.636
C -0.092 -1.408 -0.908
C 1.067 -1.551 -1.243
H 0.765 1.587 -1.358
H -0.763 2.466 -1.589
H -0.545 0.851 -2.295
H -0.735 1.537 0.708
H -1.991 0.752 -0.254
H 1.666 -1.249 1.154
H 1.254 0.477 1.535
H -1.036 -0.365 2.316
H -0.585 -2.064 1.769
H 2.113 -1.412 -1.372
```

Results of the natural (NBO) charge analysis, in e, for atoms 1 through 4:
1 C -0.608
2 C -0.383
3 C -0.080
4 C -0.437

=====

[4]
2 unconnected molecules or ions with the total composition C7H10, computed with ωB97M-V/def2-TZVPD.

Kohn-Sham gap, eV: 9.8
Energy above the lowest of the compared OMol25 structures with the same formula, charge and spin, eV: 5.438
Structure (SMILES): C1=C2[C@H]3C[C@H]3[C@H]2C1.[H][H]

XYZ file:
```
17
C7H10 (ωB97M-V/def2-TZVPD)
C 0.990 -0.450 1.186
C 1.572 0.281 0.006
C 1.117 -1.187 -0.116
C 0.078 -0.800 -1.206
C -1.431 -0.408 -1.060
C -0.916 1.011 -0.796
C 0.369 0.614 -0.863
H 1.704 -0.763 1.945
H 0.020 -0.154 1.578
H 2.573 0.697 -0.001
H 1.752 -2.067 -0.183
H 0.386 -1.163 -2.190
H -1.894 -0.830 -0.159
H -2.082 -0.608 -1.920
H -1.418 1.903 -0.431
H -1.675 1.713 2.028
H -1.144 2.210 2.182
```

Results of the natural (NBO) charge analysis, in e, for atoms 1 through 4:
1 C -0.410
2 C -0.258
3 C -0.212
4 C -0.249

=====

[5]
A molecular structure, C7H10AgI2NO3S in a non-equilibrium geometry, computed with ωB97M-V/def2-TZVPD.

Kohn-Sham gap, eV: 6.2
Energy above the lowest of the compared OMol25 structures with the same formula, charge and spin, eV: 0.214

XYZ file:
```
25
C7H10AgI2NO3S (ωB97M-V/def2-TZVPD)
Ag 1.910 -0.384 0.761
N 4.063 -1.460 1.272
H 3.782 -2.290 0.756
H 4.008 -1.710 2.253
H 5.033 -1.269 1.056
C -2.563 2.394 -1.584
C -1.937 1.177 -0.961
C -1.537 0.091 -1.732
C -0.928 -1.009 -1.148
C -0.705 -1.033 0.221
C -1.124 0.033 1.012
C -1.738 1.125 0.419
S 0.285 -2.366 0.925
O -0.495 -3.552 1.095
O 0.816 -1.757 2.167
O 1.387 -2.467 -0.063
H -2.792 2.234 -2.637
H -1.883 3.245 -1.506
H -3.484 2.670 -1.068
H -1.708 0.101 -2.802
H -0.620 -1.856 -1.748
H -0.990 -0.015 2.085
H -2.070 1.953 1.033
I 2.220 1.963 -0.463
I 1.068 4.182 0.658
```

Results of the natural (NBO) charge analysis, in e, for atoms 1 through 4:
1 Ag 0.824
2 N -1.113
3 H 0.398
4 H 0.385

=====

[6]
A single C7H10BN3O2S molecule in a non-equilibrium geometry, computed with ωB97M-V/def2-TZVPD.

Kohn-Sham gap (spin up / spin down), eV: 6.7 / 6.7
Energy above the lowest of the compared OMol25 structures with the same formula, charge and spin, eV: 2.074
Structure (SMILES): CN1NCC(B(O)O)=C1c1nccs1

XYZ file:
```
24
C7H10BN3O2S (ωB97M-V/def2-TZVPD)
B 1.104 0.940 2.092
C 0.900 -2.802 -1.818
C 2.059 -2.805 -1.071
C 0.486 -1.029 -0.633
C -0.086 0.843 1.134
C -0.259 0.009 -0.087
C -1.251 1.787 1.213
C -1.642 0.407 -2.190
N 0.078 -1.838 -1.563
N -1.964 1.616 -0.057
N -1.412 0.458 -0.723
O 2.259 0.236 1.937
O 0.824 1.665 3.201
S 2.031 -1.488 0.043
H 0.746 -3.394 -2.730
H 2.804 -3.511 -1.051
H -1.678 1.691 2.246
H -1.051 2.852 1.115
H -2.494 1.064 -2.488
H -0.748 0.738 -2.675
H -2.032 -0.522 -2.334
H -3.018 1.502 0.068
H 2.696 -0.114 2.774
H 1.647 1.695 3.597
```

Results of the natural (NBO) charge analysis, in e, for atoms 1 through 4:
1 B 1.034
2 C -0.042
3 C -0.439
4 C -0.021

=====

[7]
2 unconnected molecules or ions with the total composition C7H10BrIN2O2 in a non-equilibrium geometry, computed with ωB97M-V/def2-TZVPD.

Kohn-Sham gap, eV: 4.1

XYZ file:
```
23
C7H10BrIN2O2 (ωB97M-V/def2-TZVPD)
O 3.793 -1.249 1.309
C 4.327 -1.008 0.271
Br 6.210 -1.417 0.069
C 3.536 -0.360 -0.893
N 2.116 -0.523 -0.597
C 1.339 0.499 -0.127
C 0.119 -0.065 0.052
N 0.223 -1.354 -0.326
I -1.314 -2.698 -0.270
C 1.458 -1.655 -0.723
H 3.772 0.701 -0.962
H 3.774 -0.815 -1.855
H 1.659 1.509 0.044
H -0.781 0.413 0.439
H 1.845 -2.599 -1.059
C -4.444 0.930 0.105
C -3.547 1.739 1.067
O -2.243 1.585 0.741
H -4.217 -0.140 0.156
H -5.507 1.054 0.366
H -4.320 1.264 -0.928
H -3.851 1.409 2.089
H -3.948 2.778 1.031
```

Results of the natural (NBO) charge analysis, in e, for atoms 1 through 4:
1 O -0.473
2 C 0.487
3 Br 0.024
4 C -0.322

=====

[8]
A molecular structure, C7H10ClF8O2S in a non-equilibrium geometry, computed with ωB97M-V/def2-TZVPD.

Kohn-Sham gap, eV: 6.6
Charge: -1
Energy above the lowest of the compared OMol25 structures with the same formula, charge and spin, eV: 5.931

XYZ file:
```
29
C7H10ClF8O2S (ωB97M-V/def2-TZVPD)
Cl -3.676 -3.093 -30.366
C -4.601 0.811 -31.362
C -4.528 -0.227 -32.487
C -3.511 -1.260 -32.026
F -3.240 -2.155 -33.006
F -2.394 -0.840 -31.520
F -5.664 -0.761 -32.958
F -4.110 0.378 -33.677
O -5.034 0.391 -30.086
C -6.000 1.206 -29.505
C -6.276 0.816 -28.026
F -5.239 0.700 -27.209
F -7.160 1.516 -27.440
F -5.710 2.482 -29.585
F -7.142 0.965 -30.171
H -5.165 1.614 -31.838
H -3.653 1.304 -31.145
H -4.041 -1.734 -31.200
H -6.724 -0.168 -28.160
C -5.821 -1.913 -29.466
S -6.097 -2.938 -27.978
O -4.809 -3.717 -27.834
C -6.190 -1.618 -26.638
H -5.228 -1.028 -29.236
H -6.703 -1.582 -30.015
H -5.272 -2.559 -30.152
H -6.923 -0.849 -26.881
H -5.264 -1.125 -26.341
H -6.604 -2.085 -25.744
```

Results of the natural (NBO) charge analysis, in e, for atoms 1 through 4:
1 Cl -0.698
2 C -0.152
3 C 0.598
4 C 0.441